No. 1
{"formula": "C10H8ClN3O", "method": "ωB97M-V with the def2-TZVPD basis set", "elements": ["O", "Cl", "C", "C", "C", "C", "C", "C", "C", "C", "C", "N", "N", "N", "C", "H", "H", "H", "H", "H", "H", "H", "H"], "coordinates": [[-2.3383, 0.2624, -4.2642], [1.3377, -0.3188, 4.8787], [-1.6775, 0.5070, -3.2674], [-0.1523, 0.1756, -1.7029], [-1.3401, 0.2398, -1.0456], [2.3773, -0.1979, 2.3724], [2.2951, -0.1267, 0.9743], [-0.0202, -0.2240, 2.5065], [1.2001, -0.2894, 3.1413], [1.0509, -0.1447, 0.3252], [-0.1129, -0.1378, 1.1117], [-0.3402, 0.3428, -3.0744], [-2.2724, 0.5712, -2.0329], [1.0178, -0.1453, -1.0601], [-1.4694, -0.0980, 0.4317], [3.3297, -0.0918, 2.8747], [3.2221, -0.0405, 0.4025], [-0.8681, -0.1832, 3.1535], [0.1407, -0.2160, -3.7523], [-3.2964, 0.4815, -1.9313], [1.9121, 0.0488, -1.5269], [-1.9469, -1.1094, 0.5763], [-2.0488, 0.6946, 0.9092]], "nbo_charge": [-0.647, -0.001, 0.750, 0.272, 0.052, -0.208, -0.253, -0.206, -0.055, 0.243, -0.068, -0.599, -0.590, -0.607, -0.433, 0.229, 0.213, 0.226, 0.421, 0.425, 0.399, 0.217, 0.221], "total_charge": 0, "energy_ha": -1085.5911, "homo_lumo_gap_ev": 7.83, "e_above_lowest_kj_mol": 17.3}

=====

No. 2
{"formula": "C19H28N3O9PPdS", "method": "ωB97M-V with the def2-TZVPD basis set", "elements": ["Pd", "C", "C", "C", "O", "C", "O", "O", "H", "H", "H", "H", "H", "H", "H", "O", "S", "O", "O", "C", "N", "C", "C", "C", "N", "C", "C", "C", "N", "C", "C", "H", "H", "H", "H", "H", "H", "C", "C", "O", "P", "O", "C", "C", "O", "C", "C", "H", "H", "H", "H", "H", "H", "H", "H", "H", "H", "H", "H", "H", "H", "H"], "coordinates": [[-1.2820, -0.6366, -0.0831], [-0.8185, -0.3267, 4.4791], [-1.0266, -1.0350, 3.1445], [-2.2791, -1.8898, 3.2038], [-1.2826, -0.0262, 2.1067], [0.6212, -2.1024, 1.1634], [1.5151, -3.0547, 1.6704], [1.0588, -1.0883, 0.5306], [-1.7114, 0.2439, 4.7325], [0.0420, 0.3453, 4.4547], [-0.6528, -1.0590, 5.2703], [-3.0780, -1.2996, 3.6494], [-2.1328, -2.7719, 3.8240], [-2.6154, -2.2059, 2.2187], [-0.7856, 0.7766, 2.3189], [-3.7392, -7.1706, 4.7737], [-2.8393, -7.8427, 5.6515], [-3.0578, -7.8128, 7.0554], [-1.9911, -8.8789, 5.0903], [-1.0756, -6.6561, 5.4779], [-0.2589, -6.7682, 6.4754], [0.7900, -5.9531, 6.3958], [0.9558, -5.0838, 5.3122], [-0.0040, -5.1108, 4.3138], [-1.0597, -5.9428, 4.4100], [0.0112, -4.2689, 3.0898], [-0.7818, -4.6117, 2.0612], [-1.0853, -3.7823, 0.9115], [-0.5888, -2.6572, 0.5431], [0.3117, -1.6774, 2.7624], [0.9168, -3.0785, 2.9949], [1.5113, -5.9957, 7.2022], [1.8348, -4.4585, 5.2754], [-1.3772, -5.5113, 2.1501], [-1.9433, -4.1155, 0.3328], [1.1118, -0.9612, 2.9377], [1.6960, -3.0753, 3.7509], [-4.1159, -3.2439, -3.5763], [-3.3711, -2.7399, -2.3729], [-2.1794, -1.9990, -2.8497], [-1.5400, -0.7630, -2.1845], [-0.3007, -0.3617, -2.9927], [0.9082, -1.1960, -3.2806], [0.7432, -1.9236, -4.5833], [-2.4839, 0.4600, -2.0452], [-3.0906, 1.3015, -3.1471], [-4.5787, 1.1386, -3.1100], [-4.9224, -3.8974, -3.2428], [-3.4583, -3.8210, -4.2243], [-4.5525, -2.4261, -4.1470], [-2.9809, -3.5474, -1.7577], [-3.9705, -2.0608, -1.7650], [1.0523, -1.8539, -2.4236], [1.7028, -0.4575, -3.3015], [-0.1234, -2.5829, -4.5725], [1.6309, -2.5368, -4.7451], [0.6579, -1.2274, -5.4154], [-2.6319, 0.9619, -4.0741], [-2.7526, 2.3069, -2.9182], [-4.8847, 0.1343, -3.4010], [-5.0180, 1.8421, -3.8191], [-4.9742, 1.3718, -2.1226]], "nbo_charge": [0.719, -0.637, 0.255, -0.633, -0.783, 0.651, -0.494, -0.745, 0.235, 0.225, 0.229, 0.243, 0.216, 0.209, 0.512, -0.775, 2.339, -0.744, -0.681, 0.559, -0.342, 0.146, -0.240, 0.249, -0.386, -0.019, -0.125, 0.114, -0.486, -0.292, 0.041, 0.258, 0.278, 0.245, 0.207, 0.250, 0.209, -0.637, -0.049, -0.824, 2.204, -0.819, -0.046, -0.648, -0.857, -0.040, -0.645, 0.245, 0.238, 0.226, 0.191, 0.194, 0.204, 0.225, 0.220, 0.249, 0.234, 0.203, 0.220, 0.214, 0.257, 0.233], "total_charge": 2, "energy_ha": -2448.8247, "homo_lumo_gap_ev": [2.33, 2.07]}

=====

No. 3
{"formula": "C5H8O3", "method": "ωB97M-V with the def2-TZVPD basis set", "elements": ["C", "C", "C", "C", "C", "O", "O", "O", "H", "H", "H", "H", "H", "H", "H", "H"], "coordinates": [[-0.3449, -1.0720, 0.5981], [0.1981, -0.8397, -0.7541], [-0.6541, 0.4189, -0.7490], [-0.4753, 1.6724, 0.0484], [1.5398, -0.2570, -0.8484], [0.3053, -0.6753, 1.6649], [-1.3602, -1.9160, 0.7893], [2.1533, 0.1674, 0.1494], [1.1725, -0.2317, 1.3135], [-1.5257, -1.9907, 1.7419], [-0.0980, -1.5525, -1.5136], [-1.5399, 0.3450, -1.3654], [1.9385, -0.1383, -1.8613], [0.5662, 1.9168, 0.2786], [-0.8902, 2.5089, -0.5151], [-0.9853, 1.6437, 1.0229]], "nbo_charge": [0.705, -0.433, -0.368, -0.651, 0.430, -0.697, -0.661, -0.613, 0.520, 0.500, 0.264, 0.213, 0.156, 0.216, 0.223, 0.197], "total_charge": 0, "energy_ha": -420.9366, "homo_lumo_gap_ev": 7.64, "e_above_lowest_kj_mol": 313.6}

=====

No. 4
{"formula": "C2H8O3", "method": "ωB97M-V with the def2-TZVPD basis set", "elements": ["C", "C", "O", "H", "H", "H", "H", "H", "H", "O", "H", "H", "O"], "coordinates": [[1.7423, -2.4861, 0.7232], [0.5379, -2.6694, 0.1487], [-0.5365, -1.9046, 0.4675], [2.4656, -3.2803, 0.5768], [2.2312, -1.5290, 1.2670], [0.3922, -3.3558, -0.6499], [-0.1297, -1.0662, 0.6138], [0.6257, -1.2487, -2.1985], [0.1353, 0.0819, -2.3517], [0.9718, -0.3968, -2.4388], [-3.1625, 5.8076, 1.0807], [-2.0963, 6.0842, 2.2880], [-2.2031, 5.9813, 1.2390]], "nbo_charge": [-0.516, 0.116, -0.683, 0.208, 0.216, 0.181, 0.477, 0.460, 0.461, -0.921, 0.473, 0.475, -0.947], "total_charge": 0, "energy_ha": -306.6441, "homo_lumo_gap_ev": 10.03, "e_above_lowest_kj_mol": 172.7}

=====

No. 5
{"formula": "C6H6N2O", "method": "ωB97M-V with the def2-TZVPD basis set", "elements": ["C", "C", "C", "C", "C", "C", "H", "H", "H", "H", "H", "H", "N", "N", "O"], "coordinates": [[1.5953, -0.6059, -0.1397], [1.8685, 0.9267, -0.0639], [0.7662, 1.6116, -0.1587], [-0.2732, 0.7487, -0.3521], [-1.5852, 0.6810, -0.0073], [-2.0545, -0.7812, 0.1387], [2.1551, -2.5696, 0.2352], [2.8113, 1.3465, 0.2752], [0.3959, 2.6990, 0.1519], [-2.1889, 1.5231, 0.1992], [-2.3827, -1.1470, 1.1747], [-3.0533, -0.9313, -0.6084], [2.4699, -1.4881, 0.0827], [0.2802, -0.5450, -0.6112], [-0.8047, -1.4685, -0.3163]], "nbo_charge": [0.388, -0.193, -0.228, 0.113, -0.243, -0.091, 0.369, 0.231, 0.239, 0.221, 0.205, 0.191, -0.666, -0.146, -0.388], "total_charge": 0, "energy_ha": -416.8041, "homo_lumo_gap_ev": 8.42, "e_above_lowest_kj_mol": 445.3}

=====

No. 6
{"formula": "C3H5P", "method": "ωB97M-V with the def2-TZVPD basis set", "elements": ["C", "C", "C", "P", "H", "H", "H", "H", "H"], "coordinates": [[0.2067, 0.3236, 0.3253], [-1.6833, -1.1486, 0.1638], [1.4968, -0.3164, 0.0674], [-1.4444, 0.5580, -0.1105], [1.9846, 0.0629, -0.9300], [2.3044, -0.2790, 0.6680], [1.2379, -1.4145, -0.0380], [-1.8843, 1.1551, 1.0416], [-2.2183, 1.0589, -1.1876]], "nbo_charge": [-0.374, -0.253, -0.728, 0.777, 0.218, 0.233, 0.251, -0.049, -0.075], "total_charge": 0, "energy_ha": -458.2854, "homo_lumo_gap_ev": [6.97, 6.67], "e_above_lowest_kj_mol": 777.4}